Record 1
Below is C24H23ClN2O3 in the gas phase, with properties calculated with wB97M-V/def2-TZVPD.

Geometry as XYZ:
```
53
Properties=species:S:1:pos:R:3:forces:R:3
Cl 3.49323 -0.46140 -4.70232 0.158 0.037 -0.052
O 3.48748 2.27647 2.48578 -0.150 0.466 -0.049
O -2.54199 1.50842 0.06208 -0.203 -0.314 -0.119
O 4.12992 0.13980 2.67244 0.077 -0.028 0.120
N -2.17977 -1.24940 -3.54378 -0.582 -0.119 -0.407
N 0.32908 -0.28752 -0.35006 0.150 0.406 -0.239
C -5.90102 -1.92927 1.39832 0.021 -0.063 -0.005
C -0.32159 -1.52939 -4.98456 0.261 0.015 -0.060
C 1.37219 -0.45592 -3.05591 0.238 -0.021 -0.285
C 3.42932 0.98376 2.17751 -0.166 -0.217 -0.355
C 2.33921 0.71838 1.15438 0.154 -0.113 0.225
C 1.00459 -1.35685 -5.26958 -0.231 -0.058 -0.042
C 0.02878 -0.69285 -2.71635 -0.321 -0.200 -0.404
C 1.43313 -1.21409 -0.16860 0.440 -0.231 -0.016
C -0.84545 -1.16695 -3.72861 0.428 0.197 0.517
C -2.66365 -0.76757 -2.43965 0.168 -0.025 -0.091
C 4.44235 2.65892 3.48117 0.369 0.026 0.350
C -4.88124 0.18215 0.90903 0.111 0.032 -0.086
C -0.51145 -0.39039 -1.41724 -0.509 -0.118 0.050
C -3.80420 -1.86110 0.23251 0.057 0.164 -0.016
C 2.70233 -0.47448 0.26379 -0.108 -0.060 0.014
C 1.03767 0.40347 1.90101 0.024 0.029 -0.151
C 1.83872 -0.78174 -4.30346 -0.091 0.104 0.446
C -0.11393 0.29557 0.89879 -0.186 0.315 0.331
C -4.84130 -2.58453 0.79075 -0.079 -0.127 0.058
C 4.41771 4.16938 3.61327 -0.145 -0.411 -0.178
C -1.91012 -0.28417 -1.34496 0.594 0.045 -0.253
C -5.91909 -0.54471 1.45876 -0.046 0.046 0.032
C -3.82081 -0.46832 0.28084 -0.308 -0.059 0.345
C -2.71503 0.34939 -0.27895 -0.038 0.410 0.095
H -0.93402 -0.29472 1.33887 0.054 0.040 -0.010
H 3.42491 4.50375 3.90154 -0.072 0.092 0.055
H 2.19080 1.62777 0.56692 0.016 -0.056 0.022
H -3.74384 -0.76347 -2.36484 -0.103 0.012 0.092
H 1.16782 -0.52398 2.46137 0.019 0.003 0.047
H -6.74287 -0.03461 1.93558 -0.064 0.041 0.030
H 1.40785 -1.62243 -6.23401 0.036 -0.009 -0.087
H 5.13194 4.48080 4.36970 0.068 0.048 0.076
H 3.34116 -1.15518 0.82968 -0.006 0.020 -0.047
H -4.82474 -3.66374 0.75235 0.004 -0.078 0.001
H -6.71135 -2.49951 1.82803 -0.064 -0.046 0.031
H -1.00859 -1.91575 -5.72009 -0.080 -0.056 -0.071
H 3.27011 -0.12976 -0.60107 0.022 -0.024 -0.042
H 4.17896 2.16990 4.42565 0.073 0.030 -0.142
H -4.87161 1.26136 0.94669 0.001 0.077 0.011
H 2.02450 0.04046 -2.35706 0.111 -0.015 0.077
H -2.97627 -2.37508 -0.23478 0.033 -0.027 -0.038
H 0.80650 1.19519 2.61405 -0.049 -0.047 0.029
H 5.43058 2.29780 3.17614 -0.157 0.019 0.079
H 1.60544 -1.78328 -1.08058 -0.055 0.004 0.169
H 4.67832 4.63254 2.66561 0.044 0.096 -0.063
H -0.50526 1.29495 0.68895 0.071 -0.224 0.098
H 1.14461 -1.92806 0.61487 0.011 -0.030 -0.092
```
Positions in Å, forces in eV/Å.

Results
Energy relative to the best compared isomer or geometry (same formula, charge and spin): 20.0 kcal/mol
Calculated total energy: -46907.1793 eV
Kohn-Sham gap: 7.9963 eV
Largest force on an atom: 0.72 eV Å⁻¹
LUMO energy: -0.11 eV
Structure (SMILES): CCOC(=O)C1CCN(c2c(C(=O)c3ccccc3)cnc3ccc(Cl)cc23)CC1

Results of the Mulliken charge analysis, in e, for atoms 1 through 5:
1 Cl -0.238
2 O -0.254
3 O -0.667
4 O -0.606
5 N -0.729

=====

Record 2
Below is a molecular structure, C24H23ClN2OPSm, with properties calculated with wB97M-V/def2-TZVPD.

Geometry as XYZ:
```
53
Properties=species:S:1:pos:R:3:forces:R:3
Sm 2.35807 0.16855 -1.64486 1.401 7.011 -0.204
Cl 1.68849 1.65085 0.34121 0.038 -0.679 -0.270
P 1.35073 -2.20468 -0.27987 1.484 -2.118 0.237
O -3.17802 3.49704 -5.49918 1.926 0.528 0.972
N -1.83635 5.33875 -5.20556 0.072 -1.645 0.694
N 0.76562 1.44990 -3.13188 -0.657 0.202 1.235
C 2.46802 -3.20399 2.18054 0.205 0.218 -0.549
C 0.89981 -3.68489 -1.18142 -1.141 0.317 -0.937
C 1.33825 -2.68578 1.50498 -0.684 0.730 0.808
C 1.14308 -3.52323 4.17090 0.135 0.062 -0.177
C 3.09359 -1.93805 -0.68516 0.176 -0.352 -0.225
C 4.82136 -0.23402 -0.47350 0.057 -0.292 0.274
C -0.48482 0.97874 -3.40745 0.581 0.549 -0.504
C 0.17565 -5.89641 -2.69696 0.196 0.278 0.187
C 1.10457 -6.04794 -1.65923 -0.143 0.606 0.222
C 2.37398 -3.62118 3.51636 -0.128 0.005 -0.771
C -2.14114 3.98254 -5.03365 -1.732 1.094 -1.378
C 0.12117 3.61261 -3.94589 0.010 -0.142 0.580
C 3.46246 -2.09835 -2.04773 -0.103 -0.747 -0.261
C 0.11736 -2.60145 2.20121 -0.130 0.163 -0.493
C -0.04309 -3.55038 -2.21653 0.395 0.124 0.087
C 4.47083 -1.32584 -2.62738 0.457 0.680 0.333
C 1.01619 2.77706 -3.27526 -0.581 -0.712 -0.628
C 0.01193 -3.01200 3.52444 0.317 -0.300 -0.071
C -0.38638 -4.65345 -2.99380 -0.281 0.207 0.157
C -1.41027 1.77960 -4.06849 -0.411 -0.198 0.316
C 5.10909 -0.34338 -1.85936 -0.104 -0.069 0.302
C -1.12990 3.12242 -4.33740 1.082 -0.408 0.199
C 3.83218 -1.04767 0.10841 1.405 0.102 0.582
C 1.45464 -4.93411 -0.88770 0.270 -0.184 0.197
H -0.11669 -6.75628 -3.27415 -0.017 -0.169 -0.130
H 1.53850 -7.02045 -1.42348 -0.163 0.295 -0.136
H 1.08044 -3.87512 5.19098 -0.119 0.066 0.056
H -2.59650 5.86051 -5.62097 0.208 0.141 0.125
H -1.14899 5.82051 -4.62172 -0.709 -0.253 -0.515
H 1.93730 3.15312 -2.81091 -0.255 -0.075 -0.517
H 0.91135 -1.01026 -1.40884 -1.613 -3.102 0.859
H 3.40250 -3.30994 1.62219 -0.178 -0.014 0.410
H 3.25532 -4.06418 4.00386 -0.554 0.317 -0.234
H 1.66121 -1.01676 -2.92224 -1.210 -1.302 0.022
H 3.63682 -0.99754 1.17956 -0.115 0.356 -0.305
H -0.76116 -2.23947 1.66618 0.085 0.002 0.291
H -1.12607 -4.53321 -3.79601 0.415 -0.188 0.378
H 2.15988 -5.02668 -0.05637 -0.221 -0.112 -0.298
H 5.81691 0.35424 -2.31911 -0.186 -0.349 0.172
H -0.45442 -2.55240 -2.39579 -0.064 -0.484 -0.190
H 0.38080 4.65142 -4.10084 0.116 -0.113 0.071
H 2.92431 -2.78571 -2.66888 -0.073 -0.452 -0.051
H 5.35506 0.49993 0.14632 -0.294 -0.380 -0.321
H -2.37934 1.37205 -4.34531 0.098 0.169 0.080
H -0.73961 -0.05140 -3.07445 0.391 0.819 -0.623
H 4.67641 -1.36907 -3.69296 -0.004 -0.287 0.143
H -0.95004 -2.98238 4.04006 0.349 0.082 -0.199
```
Positions in Å, forces in eV/Å.

Results
Energy relative to the best compared isomer or geometry (same formula, charge and spin): 55.3 kcal/mol
Calculated total energy: -69987.5831 eV
Kohn-Sham gap (alpha / beta): 6.5152 / 6.6074 eV
Expectation value of S²: 8.77
Total charge: +2
Largest force on an atom: 7.15 eV Å⁻¹
Spin multiplicity: 6
LUMO energy (alpha / beta): -8.03 / -7.94 eV

Results of the Mulliken charge analysis, in e, for atoms 1 through 5:
1 Sm 0.174
2 Cl -0.427
3 P 1.420
4 O -0.574
5 N -0.370

=====

Record 3
Below is a molecular structure, C24H23ClOPV, with properties calculated with wB97M-V/def2-TZVPD.

Geometry as XYZ:
```
51
Properties=species:S:1:pos:R:3:forces:R:3
V 0.37491 -0.04489 2.58473 2.476 6.094 -1.862
Cl 1.85710 1.82994 2.17129 -0.557 -0.605 0.316
P -0.02867 0.37549 -0.84065 0.061 -0.003 2.026
O 0.80271 -0.42025 5.24306 -0.370 -0.200 -1.559
C -3.35851 -1.90566 -1.59268 0.005 0.364 -0.105
C -0.97721 -1.14280 3.56348 -1.629 1.202 0.234
C -1.65563 -0.16929 -1.44837 -0.527 0.034 0.172
C 3.25941 -2.37357 -2.53606 -0.120 0.073 0.009
C 1.26645 -1.73678 3.19366 0.241 0.341 -1.087
C 0.30007 2.05757 -1.44287 0.274 0.108 -0.208
C 0.30039 -1.42744 4.31090 -0.123 -2.521 2.313
C 1.99419 -2.36787 -3.13766 0.199 0.033 0.251
C -2.61645 0.79174 -1.82177 0.252 -0.368 -0.190
C 2.50835 -0.77945 -0.88138 -0.440 0.219 -0.196
C 1.15971 3.54842 -3.13903 -0.057 0.167 0.288
C -0.20111 0.21468 6.02546 -0.031 -0.097 -0.144
C 1.24884 -0.71873 -1.52508 0.047 -0.510 -0.291
C 0.51049 -1.96238 2.00501 -0.911 -1.755 0.114
C 0.91831 2.25073 -2.68532 -0.299 0.411 0.165
C -3.90755 0.39457 -2.17192 0.041 -0.382 0.138
C -0.85138 -1.60354 2.24603 0.217 -2.186 -0.901
C 0.97863 -1.56475 -2.61188 0.451 0.179 0.030
C 3.50906 -1.59895 -1.39148 -0.092 -0.139 -0.335
C 0.28181 4.44845 -1.04364 0.110 0.024 -0.503
C 0.02057 3.15664 -0.60208 0.002 -0.461 -0.278
C -4.27154 -0.95588 -2.07456 0.062 0.066 -0.024
C -2.06216 -1.51231 -1.26095 0.026 0.372 -0.264
C 0.83521 4.64248 -2.32166 -0.061 -0.107 0.048
H -3.65257 -2.95293 -1.48634 0.065 0.374 -0.012
H 4.06016 -2.98717 -2.95855 -0.306 0.182 0.168
H -1.35988 -2.24921 -0.85691 -0.168 0.248 -0.258
H 1.79598 -2.97859 -4.02195 0.104 0.141 0.330
H -5.27671 -1.27122 -2.36832 0.350 0.124 0.135
H 1.19723 1.38577 -3.28722 -0.109 0.234 0.060
H 0.12918 -2.38635 4.85350 0.200 0.485 0.547
H 4.49249 -1.63097 -0.91262 -0.393 0.012 -0.168
H -0.01976 -1.58144 -3.05125 0.318 0.077 0.014
H -4.62691 1.13758 -2.52695 0.219 -0.281 0.186
H 2.68535 -0.16764 0.01172 -0.054 -0.155 -0.350
H 1.59740 3.70274 -4.12810 -0.094 0.018 0.359
H -0.94269 -0.52573 6.34314 0.017 0.123 0.195
H 2.33663 -1.82260 3.25869 0.022 -0.169 0.325
H 0.34057 0.61592 6.88155 -0.278 0.081 0.011
H 0.05177 5.30641 -0.40482 0.138 -0.334 -0.245
H -0.37581 2.97747 0.40103 0.126 0.064 -0.363
H 1.02048 5.66200 -2.67913 -0.047 -0.442 0.147
H -0.72580 1.03280 5.48818 0.352 -0.385 0.193
H -2.33804 1.84924 -1.83963 -0.075 -0.365 -0.173
H -1.60881 -1.59827 1.46667 0.035 0.094 0.299
H -1.88637 -0.69175 3.96947 0.369 -0.579 0.105
H 0.91010 -2.25219 1.03328 -0.040 0.101 0.339
```
Positions in Å, forces in eV/Å.

Results
Calculated total energy: -74805.1466 eV
Kohn-Sham gap (alpha / beta): 8.0819 / 7.4480 eV
Expectation value of S²: 2.13
Largest force on an atom: 6.84 eV Å⁻¹
Spin multiplicity: 3
LUMO energy (alpha / beta): 0.41 / 0.42 eV

Results of the Mulliken charge analysis, in e, for atoms 1 through 5:
1 V 0.541
2 Cl -0.601
3 P 0.749
4 O -0.335
5 C -0.771

=====

Record 4
Below is a molecular structure, C24H23CuN4S5, with properties calculated with wB97M-V/def2-TZVPD.

Geometry as XYZ:
```
57
Properties=species:S:1:pos:R:3:forces:R:3
Cu 0.43127 0.13058 -1.40811 -0.156 -0.378 -0.052
S -1.57684 -0.68910 -2.20217 -0.134 -0.412 0.428
S 2.35661 -0.09912 -2.59550 -0.121 -0.380 -0.434
S -1.17095 -1.05960 6.37413 -0.039 0.413 0.657
S 0.34766 -0.61131 3.87523 -0.725 -1.144 -0.563
S 0.90499 -1.69675 1.06140 0.607 0.035 -1.035
N 1.55928 1.85484 -0.36743 0.296 0.081 0.259
N -1.36213 -2.49497 4.05937 0.829 1.194 0.533
N -0.44027 2.06167 -2.40691 -0.099 0.391 -0.347
N -0.88056 -2.61649 2.79169 -0.398 -0.903 -0.918
C 5.22854 1.81242 0.33296 0.109 0.128 0.201
C -3.58679 -4.71710 6.03238 -0.162 -0.250 -0.109
C -1.79710 -0.32728 -4.88608 0.034 0.061 -0.021
C 2.95934 1.52961 -0.44892 0.254 -0.298 -0.177
C -0.66309 2.18738 -4.85888 0.083 0.254 -0.107
C -3.69041 -5.30405 3.72099 -0.100 -0.118 0.119
C 5.67043 0.91786 -0.63234 0.242 0.107 0.080
C -1.61187 2.52712 -1.69139 -0.130 0.117 0.021
C -1.07594 1.63078 -6.06205 0.018 0.100 -0.191
C 4.77411 0.35741 -1.51098 0.114 0.027 0.117
C -0.82923 -1.49235 4.80769 0.068 0.124 -0.131
C 3.87675 2.10849 0.41157 0.039 0.096 0.079
C -4.08864 -5.53116 5.03018 -0.057 -0.079 0.089
C -2.81000 -4.28971 3.41568 0.110 0.207 -0.066
C -1.64899 0.36841 -6.06647 -0.023 0.115 -0.284
C -2.29567 -3.46741 4.42662 -0.548 -0.645 0.187
C 1.03152 1.77455 0.98635 -0.008 0.115 0.388
C 0.02857 -1.77767 2.44687 0.319 0.926 1.333
C 1.27682 3.13627 -1.01079 -0.277 0.135 -0.410
C 0.67739 2.97694 -2.41412 0.134 0.050 0.058
C -1.37782 0.20972 -3.66689 -0.210 -0.024 0.171
C 3.40125 0.63660 -1.44497 0.109 0.103 -0.131
C -2.70226 -3.69653 5.74238 0.171 0.220 0.060
C -0.81161 1.50482 -3.66653 -0.039 -0.227 -0.068
H -0.95777 2.18702 -6.98510 0.036 -0.009 -0.003
H 2.19549 3.73409 -1.10775 -0.152 -0.044 0.091
H 1.30990 2.63016 1.62231 0.063 0.058 -0.027
H -2.32584 -3.07365 6.53451 0.018 -0.050 -0.036
H -4.77374 -6.33629 5.26329 -0.029 -0.023 0.015
H 1.43747 2.54653 -3.06977 -0.040 0.051 -0.010
H -4.05834 -5.93657 2.92621 -0.063 -0.027 -0.094
H -2.04457 3.42931 -2.15601 0.028 0.050 -0.012
H 0.58209 3.70640 -0.38824 0.013 -0.027 0.080
H 3.53247 2.81273 1.15903 -0.048 0.020 0.073
H -1.36100 2.74999 -0.65726 -0.015 0.022 0.125
H 1.38898 0.85381 1.44563 -0.086 0.063 -0.044
H -0.22193 3.17777 -4.86292 0.020 0.011 0.042
H 6.72464 0.66489 -0.69279 -0.013 0.011 -0.026
H -1.97750 -0.07266 -7.00093 -0.001 -0.029 -0.033
H -2.49559 -4.11464 2.40087 0.041 -0.014 -0.048
H -3.87198 -4.88418 7.06362 -0.029 0.019 0.026
H -2.22584 -1.31870 -4.87980 -0.026 -0.091 0.015
H -0.05569 1.72615 0.93981 -0.065 -0.018 0.067
H 5.92708 2.27588 1.01858 0.012 -0.009 0.051
H -2.35149 1.72619 -1.69291 0.013 0.058 0.062
H 5.10770 -0.32855 -2.27636 0.010 -0.077 -0.031
H 0.41111 3.98944 -2.77895 0.005 -0.080 -0.020
```
Positions in Å, forces in eV/Å.

Results
Energy relative to the best compared isomer or geometry (same formula, charge and spin): 5.4 kcal/mol
Calculated total energy: -130039.9940 eV
Kohn-Sham gap: 5.3261 eV
Total charge: -2
Largest force on an atom: 1.65 eV Å⁻¹
LUMO energy: 4.25 eV

Results of the Mulliken charge analysis, in e, for atoms 1 through 5:
1 Cu 0.024
2 S -0.490
3 S -0.575
4 S -0.526
5 S -0.176